No. 1
{"formula": "C5H7NO", "method": "the ωB97M-V functional and the def2-TZVPD basis", "largest_force_ev_per_a": 0.98, "homo_lumo_gap_ev": 8.7, "total_charge": 0, "relative_energy_kcal_mol": 75.88, "lumo_ev": 0.48, "total_energy_ha": -324.6035, "smiles": "CC=C=C(N)C=O", "molar_mass_g_mol": 97.12, "species": ["C", "C", "C", "C", "N", "C", "O", "H", "H", "H", "H", "H", "H", "H"], "coordinates": [[-1.07750, 0.11838, 2.15068], [-0.15536, 0.41873, 1.02939], [0.81228, -0.19376, 0.34287], [0.78379, -0.28557, -0.98709], [1.86969, -0.38257, -1.87288], [-0.59224, -0.01580, -1.47239], [-1.48737, 0.30273, -0.69680], [-1.92833, 0.79938, 2.07328], [-0.53463, 0.34735, 3.07119], [-1.44534, -0.90643, 2.17755], [-0.02543, 1.47627, 0.83236], [2.71867, -0.62678, -1.38292], [1.74545, -0.96029, -2.69092], [-0.85350, -0.06088, -2.53646]]}

---

No. 2
{"formula": "C38H41N4NaO6Si", "method": "the ωB97M-V functional and the def2-TZVPD basis", "largest_force_ev_per_a": 1.59, "homo_lumo_gap_ev": [1.9, 2.3], "total_charge": -2, "relative_energy_kcal_mol": 36.14, "lumo_ev": [3.81, 3.82], "total_energy_ha": -2594.9393, "molar_mass_g_mol": 700.84, "species": ["Na", "O", "C", "O", "C", "C", "C", "C", "C", "N", "C", "O", "O", "H", "H", "H", "H", "H", "C", "C", "O", "C", "C", "C", "N", "N", "C", "O", "C", "C", "C", "C", "C", "C", "H", "H", "H", "H", "H", "H", "H", "H", "H", "H", "H", "H", "C", "Si", "C", "N", "C", "C", "C", "C", "C", "C", "C", "C", "C", "C", "C", "C", "C", "C", "C", "C", "C", "H", "H", "H", "H", "H", "H", "H", "H", "H", "H", "H", "H", "H", "H", "H", "H", "H", "H", "H", "H", "H", "H", "H", "H"], "coordinates": [[0.39085, 0.56098, 2.71860], [0.56762, 4.46346, 3.97795], [0.97023, 3.16522, 3.60655], [0.12896, 2.25597, 3.80145], [2.25531, 3.04142, 3.08215], [3.19343, 4.15176, 3.01472], [4.45569, 3.91218, 2.57603], [4.83507, 2.61706, 2.16784], [3.83515, 1.60616, 2.18367], [2.61129, 1.81000, 2.63420], [4.07353, 0.25585, 1.67001], [5.40068, -0.06596, 1.41076], [3.24199, -0.59254, 1.44535], [-0.34682, 4.33746, 4.26485], [2.86145, 5.13155, 3.31613], [5.19171, 4.71156, 2.52664], [5.84561, 2.45943, 1.80675], [5.93798, 0.70540, 1.62302], [2.70450, -2.80065, 3.90642], [1.46150, -2.46792, 3.09054], [0.97885, -1.32647, 3.18939], [0.86096, -3.51919, 2.37719], [-0.35684, -3.32612, 1.71384], [-1.45678, -4.34876, 1.79534], [-0.62458, -2.19516, 1.07592], [-1.93785, -1.83605, 0.89553], [-2.22940, -0.58154, 1.17352], [-1.48289, 0.29896, 1.65546], [-3.64005, -0.23331, 0.82501], [-3.96526, 1.09321, 0.55861], [-5.24682, 1.44239, 0.18569], [-6.23920, 0.47685, 0.11251], [-5.93074, -0.84315, 0.40027], [-4.64226, -1.19626, 0.74395], [3.49524, -2.13507, 3.57115], [3.01692, -3.83384, 3.78185], [2.50769, -2.59623, 4.95732], [1.19218, -4.53325, 2.55994], [-1.10418, -5.24075, 2.31007], [-1.80501, -4.61390, 0.79936], [-2.30497, -3.93729, 2.33974], [-3.19273, 1.84338, 0.64170], [-5.47697, 2.47397, -0.05675], [-7.25012, 0.75253, -0.16626], [-6.70209, -1.60181, 0.33151], [-4.38983, -2.22223, 0.95763], [0.38618, -1.42561, 0.39742], [-0.04313, -1.07599, -1.45522], [0.95097, 0.52124, -1.87854], [1.02715, 1.46895, -0.78911], [-0.20363, 2.22915, -0.61438], [0.05591, 3.67527, -0.21152], [0.86907, 4.38263, -1.29807], [2.08757, 3.53624, -1.70627], [2.20725, 2.30593, -0.79395], [-1.85387, -0.94039, -2.01510], [-2.72694, -2.01967, -1.82374], [-4.01860, -2.00399, -2.30451], [-4.49769, -0.90784, -3.01099], [-3.64757, 0.16837, -3.22500], [-2.35694, 0.14332, -2.73847], [0.64048, -2.34058, -2.71851], [-0.17906, -2.97860, -3.66458], [0.33674, -3.68281, -4.72949], [1.71659, -3.78495, -4.90754], [2.55304, -3.19288, -3.96639], [2.02962, -2.49414, -2.90009], [0.54048, -0.46101, 0.88412], [1.33523, -1.95230, 0.49139], [0.57637, 0.98181, -2.81232], [1.96850, 0.19558, -2.09279], [-0.81348, 1.73499, 0.14513], [-0.77841, 2.24655, -1.55715], [0.58066, 3.70302, 0.74265], [-0.90118, 4.18490, -0.07646], [1.18696, 5.36409, -0.93570], [0.22281, 4.54796, -2.16737], [3.00746, 4.12299, -1.63328], [1.99080, 3.20409, -2.74416], [2.39473, 2.63983, 0.22803], [3.06066, 1.69453, -1.09871], [-2.37513, -2.88002, -1.27853], [-4.66190, -2.86262, -2.15009], [-5.51662, -0.89413, -3.38230], [-3.99616, 1.03044, -3.78750], [-1.71275, 0.98507, -2.95051], [-1.25152, -2.90022, -3.55880], [-0.33366, -4.14654, -5.44505], [2.12524, -4.31156, -5.76215], [3.62841, -3.27738, -4.08177], [2.70036, -2.05303, -2.17575]]}

---

No. 3
{"formula": "C23H64F6O19PS9", "method": "the ωB97M-V functional and the def2-TZVPD basis", "largest_force_ev_per_a": 3.40, "homo_lumo_gap_ev": 8.7, "total_charge": -1, "relative_energy_kcal_mol": 57.06, "lumo_ev": 1.85, "total_energy_ha": -6868.5921, "molar_mass_g_mol": 1078.31, "species": ["P", "F", "F", "F", "F", "F", "F", "O", "S", "O", "O", "C", "C", "C", "H", "H", "H", "H", "H", "H", "H", "H", "O", "S", "O", "O", "C", "C", "C", "H", "H", "H", "H", "H", "H", "H", "H", "O", "S", "O", "O", "C", "C", "C", "H", "H", "H", "H", "H", "H", "H", "H", "O", "S", "O", "O", "C", "C", "C", "H", "H", "H", "H", "H", "H", "H", "H", "O", "S", "O", "O", "C", "C", "C", "H", "H", "H", "H", "H", "H", "H", "H", "C", "S", "O", "C", "H", "H", "H", "H", "H", "H", "C", "S", "O", "C", "H", "H", "H", "H", "H", "H", "C", "S", "O", "C", "H", "H", "H", "H", "H", "H", "C", "S", "O", "C", "H", "H", "H", "H", "H", "H"], "coordinates": [[0.47735, 0.72218, -0.03173], [0.09624, 2.37004, 0.16473], [-0.52586, 0.48937, -1.37203], [1.82045, 1.07119, -0.86244], [0.87275, -0.83726, 0.02294], [1.41574, 0.86009, 1.26753], [-0.83439, 0.48194, 0.88233], [1.68217, -5.05969, -3.89528], [1.48201, -4.29588, -2.64934], [0.73670, -4.81995, -1.49299], [2.99055, -3.78914, -2.14728], [3.02344, -3.11003, -0.90090], [3.73884, -1.76709, -1.20424], [0.86873, -2.60552, -3.14932], [3.57011, -3.76712, -0.22453], [2.03296, -2.91648, -0.48907], [3.65920, -1.06989, -0.37017], [3.34884, -1.11547, -1.98616], [4.79544, -1.84332, -1.46094], [1.47157, -2.23384, -3.97790], [0.98029, -1.92912, -2.30189], [-0.17982, -2.68936, -3.43500], [0.62165, 4.67235, 4.71042], [0.27730, 5.25898, 3.44745], [-0.29374, 6.61962, 3.30214], [1.59914, 5.12995, 2.40420], [2.41885, 4.00050, 2.59930], [3.09830, 3.55514, 1.35777], [-0.89950, 4.10910, 2.54408], [1.92862, 3.13474, 3.04454], [3.18997, 4.31030, 3.30464], [3.70301, 2.65477, 1.46618], [3.74912, 4.36885, 1.03775], [2.39156, 3.34651, 0.55459], [-0.99729, 4.49854, 1.53073], [-1.85852, 4.20687, 3.05283], [-0.57570, 3.07311, 2.64398], [-2.18345, -6.67027, 3.28573], [-2.88860, -5.97174, 2.19338], [-4.27947, -5.53367, 2.37535], [-1.99333, -4.60529, 1.82347], [-0.48836, -4.82516, 1.60691], [0.31891, -3.66811, 2.24515], [-2.75911, -6.91345, 0.54498], [-0.33561, -4.86074, 0.52826], [-0.14441, -5.78870, 1.98292], [0.16836, -2.70871, 1.75018], [1.37335, -3.89412, 2.08646], [0.11974, -3.52463, 3.30715], [-3.07418, -6.16041, -0.17735], [-3.53168, -7.67324, 0.66307], [-1.74475, -7.30802, 0.48591], [-3.25260, 4.57749, 0.71013], [-3.95054, 3.26540, 0.80051], [-3.95702, 2.46564, 2.04644], [-5.51919, 3.32936, 0.26791], [-5.72102, 4.03813, -0.94745], [-7.13748, 4.61223, -0.92910], [-3.28473, 2.20487, -0.48455], [-5.66622, 3.27012, -1.71898], [-4.96201, 4.80410, -1.10647], [-7.74332, 3.76110, -0.61821], [-7.41712, 4.94929, -1.92724], [-7.13949, 5.30393, -0.08669], [-3.18059, 2.73202, -1.43290], [-3.83071, 1.26406, -0.55433], [-2.30293, 1.93182, -0.09774], [0.73223, 3.13160, -6.05711], [0.79355, 2.05836, -5.06496], [0.36004, 0.68890, -5.33310], [2.35290, 1.96517, -4.57032], [3.22076, 1.21598, -5.48657], [4.64820, 1.29742, -5.01192], [0.01661, 2.78847, -3.58347], [3.23681, 1.55822, -6.52133], [2.88494, 0.18488, -5.59681], [5.28735, 0.75472, -5.70839], [4.85185, 0.81989, -4.05349], [4.98942, 2.33096, -4.95308], [0.42125, 2.25778, -2.72165], [-1.06130, 2.72819, -3.73377], [0.41372, 3.80332, -3.56168], [4.68389, 3.79050, -1.92450], [6.03192, 2.84109, -1.13825], [6.24259, 3.43218, 0.26992], [5.20233, 1.24222, -0.86127], [4.32985, 3.56607, -2.93068], [4.89571, 4.85964, -1.93728], [3.80970, 3.73681, -1.27565], [6.01985, 0.55672, -0.63801], [4.73240, 1.14384, -1.83984], [4.39770, 1.21210, -0.12658], [-1.94790, -2.78745, -0.85104], [-2.65264, -3.09020, -2.52703], [-2.49977, -4.62096, -2.75725], [-4.38189, -2.65500, -1.97406], [-0.86792, -2.93288, -0.87516], [-2.34652, -3.44692, -0.08013], [-2.02325, -1.71951, -0.64629], [-4.61878, -3.31620, -1.14052], [-5.17824, -2.61908, -2.71746], [-4.28579, -1.62031, -1.64502], [-5.24186, -2.96975, 3.35391], [-4.28592, -2.36709, 1.93647], [-5.11400, -1.25660, 1.21142], [-2.92110, -1.51550, 2.85882], [-5.80985, -2.16133, 3.81427], [-4.49460, -3.38812, 4.02820], [-5.95453, -3.67019, 2.91849], [-3.40073, -1.08466, 3.73770], [-2.32227, -0.76393, 2.34439], [-2.30209, -2.33656, 3.22048], [2.57266, 1.10172, 5.18076], [3.93270, 0.12437, 4.34853], [4.53456, -0.65745, 5.47055], [3.02719, -1.16372, 3.41404], [2.92370, 2.09432, 5.46293], [2.30624, 0.57609, 6.09772], [1.75154, 1.16271, 4.46652], [2.30999, -0.91019, 2.63337], [2.55101, -1.82027, 4.14225], [3.87678, -1.63813, 2.92287]]}

---

No. 4
{"formula": "H11O5S", "method": "the ωB97M-V functional and the def2-TZVPD basis", "largest_force_ev_per_a": 2.84, "homo_lumo_gap_ev": 7.8, "total_charge": -1, "relative_energy_kcal_mol": 30.56, "lumo_ev": 3.58, "total_energy_ha": -781.0388, "molar_mass_g_mol": 123.15, "species": ["S", "H", "H", "H", "O", "H", "H", "O", "H", "H", "O", "H", "H", "O", "H", "H", "O"], "coordinates": [[-0.45447, 1.71660, 0.45961], [0.34231, 2.31270, -0.42878], [-2.00563, -0.48119, 0.70685], [-0.78138, -1.30108, 0.46160], [-1.75089, -1.41937, 0.51793], [-0.20768, -2.05573, -1.47255], [0.44684, -0.78080, -1.99852], [0.67466, -1.67350, -1.67719], [-1.12071, 1.16388, -1.32975], [-1.63591, 0.28181, -2.32859], [-0.92527, 0.88090, -2.20485], [2.07904, -1.17940, -0.20354], [1.34495, 0.06876, 0.10146], [2.23397, -0.30384, 0.26580], [-0.18488, -0.36574, 2.42525], [0.98656, 0.05760, 1.79210], [0.76853, -0.63251, 2.46340]]}

---

No. 5
{"formula": "CF3MgNNaO4S3", "method": "the ωB97M-V functional and the def2-TZVPD basis", "largest_force_ev_per_a": 3.51, "homo_lumo_gap_ev": 5.8, "total_charge": -1, "relative_energy_kcal_mol": 0.00, "lumo_ev": 1.66, "total_energy_ha": -2250.4941, "molar_mass_g_mol": 290.50, "species": ["Mg", "N", "S", "O", "C", "F", "F", "F", "Na", "S", "O", "S", "O", "O"], "coordinates": [[1.17042, -1.25914, 0.83930], [-0.29465, -0.27414, 1.66793], [-1.12091, 0.63971, 0.81194], [-0.67210, 1.03205, -0.58206], [-2.64810, -0.31213, 0.30775], [-3.39498, -0.60422, 1.37293], [-2.27542, -1.45228, -0.27797], [-3.40299, 0.37119, -0.55318], [1.24316, 0.44637, -1.90023], [4.02041, -1.12095, -1.18189], [2.40588, -1.54371, -1.16488], [3.73946, 0.65953, 0.07685], [2.86233, 1.54521, -0.91308], [-1.63251, 1.87252, 1.49658]]}

---

No. 6
{"formula": "C26H30HgN10O2S", "method": "the ωB97M-V functional and the def2-TZVPD basis", "multiplicity": 2, "largest_force_ev_per_a": 0.79, "homo_lumo_gap_ev": [6.1, 6.0], "total_charge": -1, "relative_energy_kcal_mol": 7.53, "lumo_ev": [2.58, 2.20], "total_energy_ha": -2258.4800, "molar_mass_g_mol": 747.25, "species": ["Hg", "N", "C", "C", "C", "C", "C", "C", "S", "O", "O", "N", "C", "N", "C", "C", "C", "N", "H", "H", "H", "H", "H", "H", "H", "H", "H", "C", "N", "C", "C", "N", "N", "C", "N", "N", "H", "H", "H", "H", "H", "H", "H", "H", "H", "H", "H", "C", "C", "C", "C", "C", "C", "N", "C", "C", "C", "C", "C", "C", "H", "H", "H", "H", "H", "H", "H", "H", "H", "H"], "coordinates": [[-1.56585, 0.56430, -0.03563], [4.91545, -4.10809, 3.45315], [3.67626, -3.45654, 3.39139], [3.04650, -3.25488, 2.16340], [1.78926, -2.67911, 2.10707], [1.15030, -2.30606, 3.28114], [1.76795, -2.49115, 4.50548], [3.02887, -3.06235, 4.56124], [-0.51240, -1.69321, 3.19775], [-1.24266, -2.70153, 2.44337], [-0.96214, -1.46402, 4.54861], [-0.49006, -0.39930, 2.27961], [0.21834, 0.70173, 2.62111], [1.09640, 0.71805, 3.64590], [1.69063, 1.87510, 3.89749], [1.47500, 3.02813, 3.16147], [0.59992, 2.89908, 2.09163], [-0.01739, 1.76469, 1.81853], [5.47032, -4.04839, 2.61569], [5.44652, -3.92446, 4.28801], [3.54666, -3.56275, 1.25128], [1.29531, -2.51396, 1.15586], [1.24239, -2.17966, 5.39866], [3.51894, -3.21194, 5.51770], [2.38261, 1.87196, 4.73625], [1.96203, 3.96294, 3.39597], [0.38214, 3.73152, 1.42927], [-3.09890, -4.54901, -2.15343], [-2.16928, -4.01667, -1.17473], [-2.32370, -4.58670, 0.14978], [-1.49023, -2.83103, -1.35293], [-0.90871, -2.11906, -0.47979], [-1.37991, -2.45832, -2.72371], [-1.57664, -1.15766, -3.16024], [-0.94209, -0.89638, -4.36927], [-2.37762, -0.37611, -2.54856], [-2.82055, -5.56875, -2.43752], [-3.11940, -3.92590, -3.04011], [-4.10860, -4.58062, -1.73130], [-2.12198, -5.66052, 0.10848], [-3.34419, -4.43915, 0.51659], [-1.64484, -4.13532, 0.86471], [-1.08087, -2.37246, 0.49249], [-0.79164, -3.04112, -3.29421], [-0.03234, -1.32181, -4.46822], [-0.89299, 0.09029, -4.57986], [-2.40957, 0.53980, -2.98593], [-1.72744, 6.29934, 0.37502], [-2.50031, 5.15841, 0.56121], [-2.13836, 3.95016, -0.00985], [-0.97595, 3.82159, -0.79501], [-0.19771, 4.99103, -0.96418], [-0.57130, 6.19546, -0.39251], [-0.58199, 2.59234, -1.24773], [0.05990, 2.38885, -2.42505], [0.83704, 1.21598, -2.58846], [1.55016, 0.97647, -3.74834], [1.50405, 1.86215, -4.82327], [0.71182, 3.00105, -4.70080], [0.00115, 3.26290, -3.54105], [-2.01300, 7.24253, 0.82301], [-3.40185, 5.21222, 1.16140], [-2.74442, 3.06512, 0.14671], [0.72225, 4.92431, -1.53195], [0.05552, 7.06840, -0.54058], [0.86250, 0.51175, -1.76247], [2.16987, 0.08690, -3.81697], [2.06521, 1.66804, -5.72891], [0.65333, 3.70246, -5.52675], [-0.61770, 4.14891, -3.47713]]}

---

Please write out number 1 again, unchanged.
{"formula": "C5H7NO", "method": "the ωB97M-V functional and the def2-TZVPD basis", "largest_force_ev_per_a": 0.98, "homo_lumo_gap_ev": 8.7, "total_charge": 0, "relative_energy_kcal_mol": 75.88, "lumo_ev": 0.48, "total_energy_ha": -324.6035, "smiles": "CC=C=C(N)C=O", "molar_mass_g_mol": 97.12, "species": ["C", "C", "C", "C", "N", "C", "O", "H", "H", "H", "H", "H", "H", "H"], "coordinates": [[-1.07750, 0.11838, 2.15068], [-0.15536, 0.41873, 1.02939], [0.81228, -0.19376, 0.34287], [0.78379, -0.28557, -0.98709], [1.86969, -0.38257, -1.87288], [-0.59224, -0.01580, -1.47239], [-1.48737, 0.30273, -0.69680], [-1.92833, 0.79938, 2.07328], [-0.53463, 0.34735, 3.07119], [-1.44534, -0.90643, 2.17755], [-0.02543, 1.47627, 0.83236], [2.71867, -0.62678, -1.38292], [1.74545, -0.96029, -2.69092], [-0.85350, -0.06088, -2.53646]]}